## A
Below is one molecule with the formula C5H7F, with properties calculated with ωB97M-V/def2-TZVPD.

The geometry in XYZ format:
```
13
C5H7F | OMol25 | ωB97M-V/def2-TZVPD
C -1.088 0.035 -0.027
C -2.095 -0.850 -0.249
C 0.238 -0.549 0.372
C 1.491 0.229 0.101
C 2.727 -0.246 -0.185
H -3.289 -0.963 -0.584
H -1.901 -1.804 0.062
H 0.047 -0.459 1.593
H 0.076 -1.621 -0.007
H 1.432 1.267 -0.083
H 3.087 0.576 -0.862
H 2.922 -1.285 -0.253
F -1.112 1.397 0.008
```

The structure (SMILES) is C=CCC(=C)F. Its HOMO-LUMO gap is 10.0 eV.

---

## B
Below is a 2-piece molecular cluster, C5H7F overall, with properties calculated with ωB97M-V/def2-TZVPD.

The geometry in XYZ format:
```
13
C5H7F | OMol25 | ωB97M-V/def2-TZVPD
C -0.490 0.099 -1.501
C -0.348 -0.370 -0.421
C -0.299 0.198 -2.905
C 0.861 0.278 2.156
C -0.468 -0.420 1.695
F -0.400 -1.856 1.831
H 0.596 0.719 -3.031
H -0.464 -0.632 -3.554
H -1.105 0.788 -3.245
H 0.880 0.068 3.271
H 1.864 -0.064 1.913
H 0.844 1.328 1.787
H -1.471 -0.135 2.004
```

Its HOMO-LUMO gap is 10.0 eV.

---

Winner for stability: A

---

## A
Below is one molecule with the formula C25H34N6O2, with properties calculated with ωB97M-V/def2-TZVPD.

The geometry in XYZ format:
```
67
C25H34N6O2 | OMol25 | ωB97M-V/def2-TZVPD
C -3.725 -0.266 1.510
H -4.769 -0.031 1.701
H -3.562 -0.275 0.435
C -2.795 0.732 2.192
H -1.776 0.345 2.144
H -3.065 0.818 3.245
C -2.837 2.144 1.580
N -2.461 2.090 0.174
C -1.364 1.617 -0.480
N -1.549 1.827 -1.765
N -2.730 2.417 -1.892
N -3.279 2.578 -0.766
C -0.146 0.967 0.104
N 1.080 1.264 -0.608
C 1.226 0.703 -1.937
C 2.710 0.867 -2.343
N 3.498 1.422 -1.265
C 3.913 0.587 -0.227
C 4.817 1.076 0.723
C 5.297 0.269 1.735
C 4.904 -1.056 1.827
C 4.028 -1.559 0.882
C 3.539 -0.755 -0.130
H 2.841 -1.184 -0.830
H 3.707 -2.589 0.936
H 5.279 -1.685 2.620
H 5.993 0.678 2.454
H 5.164 2.096 0.659
C 2.986 2.732 -0.921
H 3.527 3.125 -0.064
C 1.468 2.657 -0.603
H 0.891 3.244 -1.338
H 1.275 3.072 0.390
H 3.160 3.400 -1.771
H 3.148 -0.081 -2.655
H 2.793 1.564 -3.183
H 0.567 1.206 -2.661
H 0.949 -0.350 -1.894
C -0.325 -0.534 0.219
C 0.379 -1.231 1.188
C 0.234 -2.599 1.283
C -0.606 -3.315 0.433
C -1.313 -2.611 -0.561
C -1.151 -1.234 -0.648
H -1.667 -0.689 -1.422
O -2.135 -3.313 -1.407
C -2.838 -2.615 -2.405
H -2.162 -2.110 -3.102
H -3.532 -1.884 -1.978
H -3.406 -3.374 -2.942
O -0.634 -4.652 0.684
C -1.414 -5.537 -0.088
H -1.229 -6.522 0.341
H -2.479 -5.305 -0.018
H -1.112 -5.534 -1.137
H 0.773 -3.160 2.029
H 1.049 -0.710 1.854
H 0.006 1.364 1.116
C -1.876 3.081 2.323
H -0.880 2.654 2.415
H -1.800 4.033 1.801
H -2.255 3.267 3.324
C -4.248 2.731 1.658
H -4.936 2.173 1.032
H -4.596 2.702 2.688
H -4.246 3.761 1.313
H -3.524 -1.266 1.885
```

The structure (SMILES) is CCC(C)(C)n1nnnc1[C@@H](c1ccc(OC)c(OC)c1)N1CCN(c2ccccc2)CC1. Its HOMO-LUMO gap is 8.2 eV.

---

## B
Below is one molecule with the formula C25H34N6O2, with properties calculated with ωB97M-V/def2-TZVPD.

The geometry in XYZ format:
```
67
C25H34N6O2 | OMol25 | ωB97M-V/def2-TZVPD
C -3.561 -0.929 5.626
H -2.698 -0.330 5.342
C -4.713 -0.701 4.655
C -5.160 0.758 4.638
H -4.307 1.394 4.387
H -5.506 1.045 5.634
C -6.292 0.997 3.630
C -5.855 0.709 2.238
N -6.258 -0.285 1.492
C -5.573 -0.188 0.321
C -4.737 0.893 0.350
N -4.933 1.463 1.582
H -4.429 2.265 1.923
C -3.772 1.469 -0.627
N -2.540 1.835 0.060
C -1.675 2.713 -0.699
C -0.952 2.020 -1.860
H -0.294 2.730 -2.364
H -1.672 1.646 -2.589
C -0.145 0.837 -1.322
N 0.460 0.119 -2.420
C 1.753 -0.219 -2.620
C 1.822 -0.874 -3.835
C 0.499 -0.893 -4.288
N -0.303 -0.297 -3.428
H 0.108 -1.312 -5.193
H 2.693 -1.278 -4.307
N 2.798 0.095 -1.747
C 2.878 -0.221 -0.431
O 1.986 -0.691 0.238
C 4.284 0.066 0.130
C 5.081 -1.190 -0.137
C 6.017 -1.238 -1.160
C 6.709 -2.410 -1.412
C 6.460 -3.542 -0.656
C 5.519 -3.499 0.360
C 4.831 -2.328 0.620
H 4.089 -2.292 1.404
H 5.320 -4.380 0.952
H 6.999 -4.456 -0.856
H 7.442 -2.438 -2.205
H 6.215 -0.350 -1.740
O 4.887 1.179 -0.495
C 4.368 2.412 -0.059
H 4.921 3.183 -0.592
H 4.511 2.541 1.020
H 3.299 2.505 -0.286
H 4.191 0.227 1.214
H 3.672 0.371 -2.180
C -1.055 -0.096 -0.522
C -1.796 0.693 0.563
H -1.067 1.072 1.287
H -2.489 0.033 1.088
H -1.763 -0.564 -1.208
H -0.452 -0.876 -0.057
H 0.660 1.202 -0.675
H -0.930 3.113 -0.001
H -2.269 3.550 -1.075
H -4.191 2.389 -1.055
H -3.631 0.752 -1.448
H -5.728 -0.898 -0.467
H -6.629 2.035 3.700
H -7.133 0.342 3.857
H -4.409 -0.996 3.649
H -5.560 -1.330 4.937
H -3.266 -1.975 5.629
H -3.852 -0.651 6.637
```

The structure (SMILES) is CCCCc1ncc(CN2CCC(n3nccc3NC(=O)[C@H](OC)c3ccccc3)CC2)[nH]1. Its HOMO-LUMO gap is 8.6 eV.

---

Winner for stability: B

---

## A
Below is one molecule with the formula C3H6N3P, with properties calculated with ωB97M-V/def2-TZVPD.

The geometry in XYZ format:
```
13
C3H6N3P | OMol25 | ωB97M-V/def2-TZVPD
C -2.108 0.191 0.217
C -0.921 0.871 0.457
C -1.618 -1.152 -0.202
N 0.061 0.172 -0.029
N -0.319 -1.035 -0.377
N 2.508 -0.574 0.676
P 1.695 0.273 -0.295
H -3.088 0.400 0.551
H -0.711 1.755 1.003
H -2.246 -1.928 -0.649
H 3.521 -0.533 0.649
H 1.569 -0.103 -1.650
H 1.657 1.663 -0.349
```

The structure (SMILES) is N=[PH2]n1cccn1. Its HOMO-LUMO gap is 10.3 eV.

---

## B
Below is a 2-piece molecular cluster, C3H6N3P overall, with properties calculated with ωB97M-V/def2-TZVPD.

The geometry in XYZ format:
```
13
C3H6N3P | OMol25 | ωB97M-V/def2-TZVPD
C -0.916 1.260 -0.608
C 0.992 -0.577 -0.237
C -1.442 0.790 0.602
N -0.457 1.553 -1.619
N 0.379 -1.479 -0.580
N -0.454 -2.362 -0.558
P 1.722 0.766 0.535
H -1.201 -0.290 0.654
H -0.891 1.380 1.378
H -2.540 1.012 0.575
H -0.422 -3.093 -1.361
H 2.752 0.824 -0.281
H 2.479 0.216 1.501
```

The structure (SMILES) is [H]/N=N/C#[PH2].CC#N. Its HOMO-LUMO gap is 9.1 eV.

---

Winner for stability: A

---

## A
Below is C8H15Cl3F5GeN3OPdS as an isolated structure, with properties calculated with ωB97M-V/def2-TZVPD.

The geometry in XYZ format:
```
38
C8H15Cl3F5GeN3OPdS | OMol25 | ωB97M-V/def2-TZVPD
Pd -0.340 0.134 0.452
Cl -4.937 -0.721 1.538
Ge -2.646 -0.698 1.429
Cl -2.516 -2.741 0.301
Cl -2.646 0.602 -0.546
C -0.527 -2.268 -2.752
O -0.392 -1.100 -1.967
H -0.903 -2.037 -3.754
H -1.193 -2.998 -2.280
H 0.471 -2.702 -2.854
H -1.236 -0.631 -1.960
F 0.341 2.086 -1.454
C 0.936 1.591 -0.288
F 1.153 2.727 0.475
C 2.312 1.100 -0.715
F 3.133 0.952 0.347
F 2.982 1.893 -1.591
F 2.238 -0.108 -1.313
C 3.714 -2.927 0.143
N 3.042 -2.123 1.141
C 1.702 -1.993 1.215
N 0.968 -2.842 0.499
S 1.056 -0.906 2.348
H 4.781 -2.728 0.191
H 3.367 -2.697 -0.869
H 3.550 -3.989 0.341
H 3.553 -1.368 1.563
H 1.363 -3.309 -0.300
H -0.044 -2.789 0.534
C -3.546 3.888 0.887
C -2.018 3.876 1.006
C -1.548 2.746 1.789
N -1.188 1.834 2.390
H -3.867 4.782 0.353
H -4.013 3.875 1.872
H -3.885 3.012 0.338
H -1.652 4.789 1.477
H -1.564 3.789 0.015
```

Its total charge is -1. As for the spin multiplicity: 2. Its HOMO-LUMO gap (alpha / beta) is 6.2 / 7.1 eV.

---

## B
Below is C8H15Cl3F5GeN3OPdS as an isolated structure, with properties calculated with ωB97M-V/def2-TZVPD.

The geometry in XYZ format:
```
38
C8H15Cl3F5GeN3OPdS | OMol25 | ωB97M-V/def2-TZVPD
Pd -1.121 -0.657 0.129
Cl 2.457 -0.962 1.560
Ge 2.881 -0.305 -0.658
Cl 4.590 -1.820 -0.984
Cl 1.233 -1.606 -1.632
C -0.421 -0.522 3.948
O -0.315 0.406 2.893
H 0.406 -0.429 4.662
H -0.459 -1.554 3.587
H -1.353 -0.309 4.473
H 0.488 0.205 2.389
F -0.509 1.359 -1.970
C -0.942 1.257 -0.634
F 0.040 1.940 0.076
C -2.154 2.192 -0.613
F -3.078 1.781 -1.508
F -1.858 3.468 -0.936
F -2.739 2.223 0.591
C -1.789 -0.382 -4.231
N -2.017 -0.981 -2.930
C -3.220 -1.115 -2.371
N -4.294 -0.983 -3.182
S -3.426 -1.437 -0.726
H -0.728 -0.167 -4.314
H -2.335 0.559 -4.328
H -2.071 -1.061 -5.042
H -1.242 -0.959 -2.271
H -4.202 -0.977 -4.182
H -5.194 -1.151 -2.773
C 2.111 -4.603 0.442
C 1.259 -4.260 1.665
C 0.186 -3.328 1.331
N -0.626 -2.563 1.078
H 2.886 -5.314 0.728
H 2.589 -3.710 0.044
H 1.502 -5.045 -0.346
H 1.868 -3.769 2.426
H 0.808 -5.150 2.108
```

Its total charge is -1. As for the spin multiplicity: 2. Its HOMO-LUMO gap (alpha / beta) is 6.5 / 7.6 eV.

---

Winner for stability: B